Record 1
A 2-piece molecular cluster, C43H58N4P overall, computed with wB97M-V/def2-TZVPD.

```
106
Properties=species:S:1:pos:R:3
C 0.9869 -4.3607 -1.9341
C 1.2157 -3.6287 -0.6105
C 2.6719 -3.7458 -0.1555
C 0.2322 -4.1389 0.4457
C 0.4770 -5.3709 1.0640
C -0.4859 -5.9489 1.8999
C -1.6749 -5.2680 2.1493
C -1.9333 -4.0261 1.5622
C -3.3176 -3.4085 1.7792
C -3.6620 -3.3045 3.2619
C -4.3847 -4.1921 1.0197
C -0.9573 -3.4477 0.7319
N -1.2389 -2.1886 0.0357
P -1.2960 -0.6229 0.8035
H 0.0252 -0.0174 0.1542
N -2.3351 -0.0499 -0.4648
C -3.2265 1.0992 -0.3333
C -2.9419 2.2802 -1.0368
C -1.6792 2.4529 -1.8823
C -1.0411 3.8086 -1.5635
C -1.9765 2.2500 -3.3677
C -3.8631 3.3345 -1.0078
C -5.0228 3.2540 -0.2344
C -5.2932 2.0789 0.4607
C -4.4220 0.9876 0.4017
C -4.8835 -0.3076 1.0728
C -6.0195 -0.9302 0.2673
C -5.2866 -0.0628 2.5238
C -2.6438 -1.0536 -1.3780
C -2.0440 -2.2311 -1.1006
H -0.0685 -4.3208 -2.2300
H 1.5850 -3.9222 -2.7385
H 1.2633 -5.4194 -1.8391
H 0.9850 -2.5665 -0.7476
H 2.7874 -3.4309 0.8879
H 3.0461 -4.7727 -0.2507
H 3.3085 -3.0935 -0.7651
H 1.4176 -5.8897 0.8856
H -0.3122 -6.9291 2.3497
H -2.4314 -5.7098 2.8037
H -3.2716 -2.3967 1.3654
H -2.8943 -2.7344 3.7962
H -4.6222 -2.7987 3.4037
H -3.7345 -4.2991 3.7159
H -4.1539 -4.2365 -0.0524
H -4.4397 -5.2213 1.4005
H -5.3760 -3.7380 1.1343
H -0.9798 1.6713 -1.5650
H -0.4584 3.7152 -0.6422
H -0.3611 4.1332 -2.3519
H -1.7717 4.6086 -1.3934
H -2.5401 1.3204 -3.5186
H -2.5834 3.0746 -3.7637
H -1.0586 2.1832 -3.9609
H -3.6658 4.2437 -1.5744
H -5.7089 4.1029 -0.1789
H -6.2119 1.9934 1.0478
H -4.0271 -0.9877 1.0590
H -5.7009 -1.1363 -0.7625
H -6.3665 -1.8695 0.7103
H -6.8733 -0.2404 0.2249
H -4.4513 0.3699 3.0851
H -6.1332 0.6295 2.5835
H -5.5806 -0.9954 3.0134
H -3.3137 -0.8533 -2.2027
H -2.1500 -3.1546 -1.6560
C 2.8095 6.9081 -1.7593
N 2.4812 5.7669 -2.5972
C 2.5738 6.0401 -4.0172
C 2.2908 4.5101 -2.0950
C 2.0308 3.3999 -2.9494
C 1.6783 2.1587 -2.4196
C 1.7226 1.9231 -1.0244
C 1.7230 0.5778 -0.4480
C 2.8698 0.2926 0.4080
C 2.9034 -0.7071 1.4248
C 4.0714 -0.9686 2.1350
C 5.2767 -0.2498 1.8803
N 6.4634 -0.5664 2.4648
C 7.6848 0.1424 2.1207
C 6.5669 -1.5192 3.5477
C 5.2251 0.8108 0.9387
C 4.0760 1.0240 0.2124
C 1.9722 3.0389 -0.1753
C 2.3021 4.2877 -0.6855
H 2.2355 6.9082 -0.8254
H 3.8849 6.9451 -1.5149
H 2.5586 7.8119 -2.3244
H 1.8973 5.4102 -4.5983
H 2.2906 7.0873 -4.1647
H 3.6006 5.9068 -4.3945
H 2.1032 3.5232 -4.0291
H 1.4504 1.3326 -3.0919
H 1.3830 -0.2370 -1.0998
H 1.9893 -1.2584 1.6534
H 4.0868 -1.7581 2.8930
H 7.8449 0.1746 1.0316
H 7.6724 1.1793 2.4933
H 8.5181 -0.3916 2.5848
H 6.1836 -2.5048 3.2521
H 7.6256 -1.6093 3.7977
H 6.0208 -1.1885 4.4395
H 6.0919 1.4476 0.7594
H 4.1194 1.7951 -0.5563
H 2.0002 2.8960 0.9039
H 2.5890 5.0893 -0.0085
```

Charge: +1
Relative energy (zero: lowest compared OMol25 entry of this formula, charge and spin) in eV: 0.000
E_HOMO in eV: -9.22

***

Record 2
A 5-piece molecular cluster, CH13N2O4 overall, computed with wB97M-V/def2-TZVPD.

```
20
Properties=species:S:1:pos:R:3
N -2.8652 -1.5197 -1.3125
C -2.9110 -0.7469 -0.1941
N -1.8613 -0.1807 0.3487
H -1.9383 -1.7568 -1.6640
H -3.6366 -2.1510 -1.5216
H -3.9232 -0.5597 0.2682
H -1.8433 0.3116 1.3136
H -0.9721 -0.3606 -0.0950
H 6.0754 0.8050 -2.6020
H 4.5187 1.5137 -2.7245
O 5.2831 1.1193 -2.1563
H 2.0090 -3.5291 5.7801
H 2.4108 -2.1236 6.3128
O 1.8333 -2.9706 6.5995
H 1.2896 1.7808 0.7190
H 0.2637 1.6625 -0.3323
O 0.3262 1.6313 0.6504
H -1.3419 1.9793 -3.8637
H -1.4064 2.9644 -2.6275
O -1.3101 2.1307 -2.8988
```

Charge: +1
Relative energy (zero: lowest compared OMol25 entry of this formula, charge and spin) in eV: 2.152
E_HOMO in eV: -13.12

***

Record 3
An isolated ion of composition C4H10N3 and charge +1, computed with wB97M-V/def2-TZVPD.

```
17
Properties=species:S:1:pos:R:3
C 1.6758 -0.7127 -1.3834
C 1.0149 -0.5868 -0.2314
C 1.1367 -1.4118 1.0655
N -0.1901 0.2585 -0.2318
N -0.1323 1.2928 -1.1345
N -1.0842 0.0344 0.5781
C -2.2733 0.8120 0.7772
H 1.4188 -0.1827 -2.3153
H 2.5869 -1.2338 -1.3417
H 1.5303 -0.7996 1.8316
H 1.9252 -2.0559 0.8917
H 0.2229 -1.9301 1.0156
H 0.7803 1.6953 -1.1399
H -0.9315 1.8927 -0.9194
H -2.9705 0.3119 -0.0004
H -2.2455 1.9438 0.7756
H -2.4645 0.6719 1.7625
```

Charge: +1
Relative energy (zero: lowest compared OMol25 entry of this formula, charge and spin) in eV: 4.521
E_HOMO in eV: -14.91

***

Record 4
C42H29Cl4KN3O2P2 as an isolated structure, computed with wB97M-V/def2-TZVPD.

```
83
Properties=species:S:1:pos:R:3
K -0.0847 0.4210 -0.5923
C 2.8060 4.4655 0.7523
C 2.1896 3.3313 0.2031
N 1.0403 2.8522 0.6241
C 0.4176 3.4837 1.6378
C 0.9549 4.6207 2.2636
C 2.1833 5.1078 1.7876
C 0.2567 5.2386 3.3546
C -0.9133 4.7386 3.7980
C -1.4994 3.5820 3.1839
C -2.7131 3.0276 3.6257
C -3.2192 1.9234 2.9950
C -2.5058 1.3875 1.9113
N -1.3694 1.8857 1.4768
C -0.8556 2.9585 2.1037
H 3.7515 4.8097 0.3568
H 2.6646 2.7996 -0.6152
H 2.6223 5.9856 2.2474
H 0.6960 6.1142 3.8174
H -1.4352 5.2026 4.6265
H -3.2313 3.4808 4.4629
H -4.1448 1.4617 3.3100
H -2.8828 0.5139 1.3878
N -0.2017 -3.0486 1.1094
P -1.5457 -2.4843 0.1973
C -2.9270 -2.9635 1.3365
C -2.9146 -2.4192 2.6229
C -3.9724 -2.6124 3.4968
C -5.0825 -3.3454 3.0928
C -5.1183 -3.8747 1.8120
C -4.0505 -3.6850 0.9423
C -1.7188 -3.7545 -1.0950
C -1.8699 -3.3160 -2.4067
C -1.9560 -4.2435 -3.4371
C -1.8889 -5.6007 -3.1613
C -1.7543 -6.0436 -1.8503
C -1.6773 -5.1202 -0.8200
P 1.0174 -1.9877 1.5873
C 2.5799 -2.5669 0.8325
C 3.5511 -1.6129 0.5556
C 4.8003 -1.9902 0.0822
C 5.0821 -3.3299 -0.1304
C 4.1084 -4.2874 0.1234
C 2.8670 -3.9075 0.6045
C 1.3458 -2.6130 3.2978
C 2.5420 -2.2778 3.9367
C 2.7865 -2.6655 5.2436
C 1.8379 -3.3986 5.9455
C 0.6475 -3.7398 5.3236
C 0.4037 -3.3486 4.0124
H -0.0472 -4.0488 1.1541
H -2.0592 -1.8320 2.9432
H -3.9305 -2.1888 4.4936
H -5.9136 -3.4970 3.7705
H -5.9796 -4.4435 1.4830
H -4.0943 -4.1089 -0.0533
H -1.8837 -2.2478 -2.6064
H -2.0472 -3.8957 -4.4583
H -1.9359 -6.3211 -3.9692
H -1.7106 -7.1044 -1.6347
H -1.5963 -5.4654 0.2071
H 3.3220 -0.5616 0.6983
H 5.5420 -1.2349 -0.1460
H 6.0477 -3.6285 -0.5183
H 4.3141 -5.3336 -0.0670
H 2.1146 -4.6676 0.7831
H 3.2992 -1.7199 3.3973
H 3.7249 -2.3992 5.7150
H 2.0302 -3.7051 6.9663
H -0.0991 -4.3162 5.8567
H -0.5298 -3.6225 3.5383
Cl 1.2668 -0.1460 -7.1689
C 1.0701 -0.6511 -5.5148
C 1.9710 -1.5179 -4.9391
Cl 3.3179 -2.1312 -5.8546
C 1.7950 -1.8976 -3.5979
Cl 2.9249 -2.9965 -2.8566
C 0.7412 -1.4446 -2.7917
O 0.6178 -1.7801 -1.5495
C -0.2391 -0.5396 -3.4158
O -1.2452 -0.1150 -2.7390
C -0.0104 -0.1784 -4.7544
Cl -1.1659 0.9136 -5.4736
```

Charge: -1
Relative energy (zero: lowest compared OMol25 entry of this formula, charge and spin) in eV: 0.260
E_HOMO in eV: -2.78

***

Record 5
C19H35CeI2O2P2 as an isolated structure, computed with wB97M-V/def2-TZVPD.

```
61
Properties=species:S:1:pos:R:3
I 4.4545 4.0289 -3.7153
I 5.3324 1.4540 -3.8180
Ce 1.0913 1.1137 -0.8907
P 2.9870 0.7457 0.8533
C 3.7930 -0.8178 1.1671
C 4.1837 2.0845 0.6133
H 4.7520 2.1282 1.5656
H 2.6635 1.3081 3.1609
H 3.6699 3.0470 0.4111
H 1.3995 2.1495 2.1568
H 4.3978 -1.0651 0.2711
H 4.8149 1.8486 -0.2685
C 1.9534 1.1984 2.3159
H 4.4093 -0.6356 2.0738
H 1.2008 0.4127 2.5333
H 3.0220 -1.6034 1.3197
P -0.1559 0.9558 -3.1704
C -0.3493 -0.5382 -4.1338
C -1.8036 1.4522 -2.4921
H 0.5576 3.2554 -3.5863
H -0.3485 2.4682 -4.9709
H 1.4263 2.0793 -4.6053
C 0.4297 2.3333 -4.1901
H -1.7346 2.3618 -1.8556
H -2.4440 1.6540 -3.3758
H -1.0668 -0.2649 -4.9359
H -0.7246 -1.3583 -3.4871
H -2.2376 0.6444 -1.8656
H 0.6512 -0.8119 -4.5235
C 1.9064 -1.1180 -1.6325
O 2.1746 -2.2332 -1.8768
C 0.1976 -4.2686 0.8825
C -0.0940 -2.8460 0.3790
C -0.6709 -2.9381 -1.0388
C -1.0450 -2.0443 1.2603
C -1.8742 -2.6878 2.1419
C -2.8464 -2.0013 2.8924
C -2.9540 -0.6154 2.7123
C -2.1304 0.0694 1.8232
C -2.3177 1.5807 1.7101
C -3.7204 1.9337 1.1945
C -2.0434 2.2730 3.0523
C -1.1525 -0.6385 1.0869
O -0.3227 0.0088 0.2593
H -0.6875 -4.9081 0.8377
H 0.5924 -4.2689 1.9052
H 0.9627 -4.7238 0.2407
H 0.8638 -2.3060 0.3398
H -1.6247 -3.4710 -0.9876
H -0.8741 -1.9426 -1.4488
H -0.0050 -3.4866 -1.7175
H -1.7837 -3.7807 2.2530
H -3.4744 -2.5309 3.5743
H -3.7060 -0.0628 3.2886
H -1.5861 1.9659 0.9768
H -4.4939 1.5810 1.8794
H -3.8258 3.0216 1.0702
H -3.8910 1.4638 0.2180
H -1.0282 2.0416 3.3977
H -2.1245 3.3650 2.9495
H -2.7461 1.9396 3.8196
```

Charge: +2
Spin multiplicity: 2
E_HOMO (alpha / beta) in eV: -13.17 / -13.18

***

no.,strongest force on any atom (Eh/bohr),energy (hartree)
1,0.0400,-2233.423431
2,0.1256,-456.093224
3,0.0726,-322.294414
4,0.0049,-5056.238331
5,0.1423,-2648.126928